Molecular formula: C24H49FN3O6PS
Method: DFT, the ωB97M-V functional and the def2-TZVPD basis

Structure (XYZ):
```
85
Properties=species:S:1:pos:R:3:forces:R:3:lowdin_charge:R:1
S -8.7316 0.3807 3.7693 -0.6 0.0 2.2 0.59
P 10.3128 2.0215 -3.3778 -3.0 0.4 6.1 0.56
F -8.7585 1.0966 2.3909 0.1 -0.2 -0.3 -0.12
O 11.1804 0.6453 -3.3250 0.9 1.3 -2.7 -0.27
O 8.9483 1.6094 -2.9439 0.5 0.1 -0.9 -0.27
O -9.1883 -0.9619 3.6499 0.3 -0.1 -1.0 -0.24
O 9.9318 3.5310 -3.9646 1.7 -1.6 -2.3 -0.24
O 11.2527 2.6306 -2.1952 0.4 -0.3 -0.2 -0.26
O -9.4534 1.2020 4.6774 0.1 0.3 -0.2 -0.24
N 4.7224 -1.6956 -3.7659 -0.2 0.6 -0.1 -0.12
N -7.1304 0.4906 4.1247 -0.3 -0.3 -1.2 -0.22
N -6.3967 4.1843 5.9072 0.2 -0.2 0.2 0.00
C 10.9211 4.3300 -4.6446 -0.1 0.2 0.0 -0.11
C 6.5782 -2.6375 -4.5191 0.0 -0.1 0.1 -0.11
C -5.2096 3.5601 6.5207 -0.6 0.2 -0.3 -0.28
C -3.1899 -1.8998 -1.3163 0.1 -0.8 -0.4 -0.22
C -6.2248 0.3639 2.9547 -0.3 -0.6 0.2 -0.19
C -1.4244 -1.9412 -3.1358 -0.1 -1.0 -0.4 -0.22
C 5.6409 -0.6976 -3.9293 0.7 -0.3 -0.1 -0.10
C 2.3554 -2.4933 -3.4629 -0.4 0.3 0.1 -0.18
C 10.8689 3.7691 -1.4359 0.1 0.2 -0.1 -0.10
C -2.5200 -2.7457 -2.4115 0.4 0.3 0.4 -0.22
C 10.7323 -0.3527 -2.4048 -0.2 -0.4 0.1 -0.10
C -4.5040 -2.5047 -0.8248 0.0 0.4 -0.5 -0.22
C 5.2783 -2.8897 -4.1318 0.5 0.2 0.0 -0.10
C 0.9979 -1.9182 -3.9198 0.2 -0.9 0.0 -0.20
C 6.8224 -1.2486 -4.3817 -0.7 0.0 0.2 -0.10
C -6.7769 -0.3900 5.2464 0.7 0.4 1.2 -0.20
C 3.3930 -1.3858 -3.2546 -0.1 -0.6 0.1 -0.14
C -5.0931 -1.1411 1.2691 -0.1 0.2 -0.4 -0.19
C -0.1974 -2.7921 -3.4881 0.1 0.7 -0.2 -0.21
C -5.6053 2.4949 7.5381 -0.1 -0.1 0.0 -0.21
C -6.3354 -0.9481 2.1715 0.8 0.3 -0.6 -0.18
C -5.4501 -1.4874 -0.1879 -0.1 -0.8 0.3 -0.21
C -6.5707 1.4665 6.9497 0.2 -0.8 0.4 -0.21
C -5.8163 0.3841 6.1669 -0.6 0.8 -0.9 -0.18
H -2.0541 -3.6180 -1.9469 -0.1 -0.1 0.0 0.11
H 11.3661 4.6612 -1.8212 -0.1 0.0 0.0 0.08
H -6.4418 -1.9453 -0.1844 -0.1 0.1 0.0 0.10
H 7.7305 -0.7062 -4.5734 0.1 0.0 0.0 0.08
H 3.4641 -1.1715 -2.1868 0.1 0.1 0.0 0.13
H -3.3577 -0.9150 -1.7557 -0.1 0.2 0.3 0.11
H -3.2544 -3.1161 -3.1263 -0.1 0.0 0.0 0.11
H 10.6217 4.4698 -5.6820 0.0 -0.1 0.0 0.08
H 10.5011 0.0914 -1.4387 -0.1 0.1 -0.1 0.09
H -6.3028 -1.3161 4.9234 -0.2 -0.1 -0.3 0.12
H 11.9143 3.8820 -4.6112 0.0 0.0 0.1 0.09
H 11.2135 3.6064 -0.4163 0.0 -0.1 0.0 0.09
H -1.8437 -1.6267 -4.0930 0.0 0.6 0.1 0.11
H 0.8882 -0.9103 -3.5223 -0.1 0.1 -0.1 0.10
H 2.1749 -3.0230 -2.5276 0.3 -0.1 0.1 0.10
H -6.1462 4.6146 5.0292 -0.1 0.1 0.0 0.06
H -1.1209 -1.0705 -2.5567 0.0 0.1 0.1 0.10
H -7.3294 1.9207 6.3187 0.1 0.2 -0.1 0.09
H 1.0141 -1.9021 -5.0094 0.0 0.6 -0.1 0.11
H 10.9620 5.3059 -4.1614 -0.1 0.0 0.0 0.09
H 7.2895 -3.3733 -4.8531 0.0 -0.1 0.0 0.08
H 4.7469 -3.8203 -4.0790 -0.1 0.0 0.0 0.10
H -7.6487 -0.6253 5.8529 -0.3 -0.2 -0.3 0.12
H -4.9959 -2.9324 -1.7019 -0.1 0.0 0.0 0.11
H 9.8674 -0.8823 -2.7968 -0.1 0.1 0.1 0.08
H 11.5635 -1.0485 -2.2972 0.1 0.1 -0.1 0.09
H -4.4615 -1.9462 1.6444 0.0 0.0 0.2 0.11
H -5.5137 -0.6074 -0.8286 0.0 0.1 0.1 0.11
H -4.7046 1.9576 7.8469 0.1 0.1 0.1 0.11
H 2.7007 -3.2296 -4.1843 0.0 0.0 -0.1 0.10
H 9.7896 3.9153 -1.4333 0.0 0.0 0.0 0.09
H -2.4583 -1.8363 -0.5093 -0.1 0.4 0.1 0.12
H -4.5803 4.3395 6.9563 0.4 -0.3 0.2 0.10
H -7.1852 -0.8891 1.4957 -0.4 -0.2 0.3 0.10
H -4.4845 -0.2338 1.2727 0.1 0.0 0.1 0.11
H -0.4697 -3.4334 -4.3265 0.0 -0.3 0.1 0.11
H 3.0438 -0.4734 -3.7336 0.1 0.1 -0.2 0.12
H -4.6679 3.0706 5.7113 0.2 0.1 0.0 0.10
H -5.1366 0.9165 5.4963 0.4 -0.3 0.1 0.09
H -6.0179 2.9395 8.4445 -0.1 0.2 0.0 0.11
H -5.2162 0.4414 3.3534 0.1 0.3 0.0 0.12
H 5.4026 0.3250 -3.6981 -0.1 0.1 0.1 0.12
H -6.4474 1.1831 2.2784 0.4 0.2 0.1 0.12
H -6.4132 -1.8139 2.8225 -0.4 0.0 0.1 0.11
H -5.2590 -0.2833 6.8204 0.1 0.0 0.0 0.12
H -6.7587 4.9014 6.5215 -0.1 0.1 -0.1 0.07
H 0.0908 -3.4248 -2.6479 -0.1 0.0 0.1 0.10
H -7.1089 0.9419 7.7444 0.0 0.2 0.2 0.11
H -4.3261 -3.3397 -0.1449 0.0 0.0 0.1 0.11
```
Forces are in eV/Å.

For the LUMO energy, the calculation gives -0.77 eV. Its charge is 0. For the gap between HOMO and LUMO, the calculation gives 7.071 eV. For the relative energy (zero: lowest compared OMol25 entry of this formula, charge and spin), the calculation gives 0.000 eV. As for the HOMO energy: -7.84 eV. Its SMILES is NCCCCCN(CCCCCCCCCCCCn1cccc1)S(=O)(=O)F.COP(=O)(OC)OC.